{"formula": "C98H216N16O18", "method": "ωB97M-V/def2-TZVPD", "e_homo_ev": -13.6, "lumo_ha": -0.1940, "total_charge": 4, "total_energy_ev": -165771.940, "elements": ["C", "C", "C", "N", "C", "C", "C", "C", "C", "H", "H", "H", "H", "H", "H", "H", "H", "H", "H", "H", "H", "H", "H", "H", "H", "H", "H", "C", "C", "C", "N", "C", "C", "C", "C", "C", "H", "H", "H", "H", "H", "H", "H", "H", "H", "H", "H", "H", "H", "H", "H", "H", "H", "H", "C", "C", "C", "N", "C", "C", "C", "C", "C", "H", "H", "H", "H", "H", "H", "H", "H", "H", "H", "H", "H", "H", "H", "H", "H", "H", "H", "C", "C", "C", "N", "C", "C", "C", "C", "C", "H", "H", "H", "H", "H", "H", "H", "H", "H", "H", "H", "H", "H", "H", "H", "H", "H", "H", "C", "C", "C", "C", "N", "C", "C", "C", "C", "C", "C", "C", "H", "H", "H", "H", "H", "H", "H", "H", "H", "H", "H", "H", "H", "H", "H", "H", "H", "H", "H", "H", "H", "H", "H", "H", "C", "C", "C", "C", "N", "C", "C", "C", "C", "C", "C", "C", "H", "H", "H", "H", "H", "H", "H", "H", "H", "H", "H", "H", "H", "H", "H", "H", "H", "H", "H", "H", "H", "H", "H", "H", "C", "C", "C", "C", "N", "C", "C", "C", "C", "C", "C", "C", "H", "H", "H", "H", "H", "H", "H", "H", "H", "H", "H", "H", "H", "H", "H", "H", "H", "H", "H", "H", "H", "H", "H", "H", "C", "C", "C", "C", "N", "C", "C", "C", "C", "C", "C", "C", "H", "H", "H", "H", "H", "H", "H", "H", "H", "H", "H", "H", "H", "H", "H", "H", "H", "H", "H", "H", "H", "H", "H", "H", "C", "C", "C", "C", "N", "C", "C", "C", "C", "C", "C", "C", "H", "H", "H", "H", "H", "H", "H", "H", "H", "H", "H", "H", "H", "H", "H", "H", "H", "H", "H", "H", "H", "H", "H", "H", "C", "C", "C", "C", "N", "C", "C", "C", "C", "C", "C", "C", "H", "H", "H", "H", "H", "H", "H", "H", "H", "H", "H", "H", "H", "H", "H", "H", "H", "H", "H", "H", "H", "H", "H", "H", "N", "O", "O", "O", "N", "O", "O", "O", "N", "O", "O", "O", "N", "O", "O", "O", "N", "O", "O", "O", "N", "O", "O", "O"], "coordinates": [[-9.445, -3.868, -1.896], [-7.977, -3.577, -2.038], [-7.396, -2.647, -0.909], [-6.138, -3.204, -0.388], [-5.113, -3.355, -1.522], [-5.556, -2.418, 0.763], [-6.205, -2.868, 2.094], [-6.915, -4.142, 1.699], [-6.443, -4.552, 0.333], [-10.042, -3.113, -1.464], [-9.479, -4.719, -1.213], [-9.856, -4.260, -2.841], [-7.712, -3.269, -3.041], [-7.505, -4.575, -2.016], [-8.083, -2.723, -0.009], [-7.279, -1.540, -1.177], [-5.478, -4.032, -2.315], [-4.248, -3.863, -1.076], [-4.885, -2.363, -1.986], [-4.503, -2.665, 0.742], [-5.728, -1.381, 0.471], [-5.400, -3.020, 2.796], [-6.910, -2.069, 2.400], [-6.803, -4.956, 2.432], [-8.024, -3.980, 1.728], [-5.440, -5.021, 0.400], [-7.140, -5.128, -0.286], [3.033, 3.702, 3.503], [1.950, 4.422, 4.220], [2.399, 5.839, 4.486], [1.659, 6.614, 5.539], [2.043, 6.069, 6.905], [0.214, 6.734, 5.312], [-0.175, 8.247, 5.221], [1.082, 8.911, 5.870], [2.189, 8.021, 5.474], [4.028, 3.768, 3.968], [3.173, 4.013, 2.483], [2.771, 2.670, 3.500], [1.743, 3.806, 5.096], [1.077, 4.352, 3.538], [2.299, 6.463, 3.569], [3.462, 5.826, 4.764], [1.361, 5.230, 7.184], [1.932, 6.952, 7.617], [3.027, 5.651, 6.786], [-0.342, 6.232, 6.132], [-0.003, 6.282, 4.292], [-1.119, 8.445, 5.793], [-0.240, 8.515, 4.163], [0.998, 8.798, 6.984], [1.251, 9.910, 5.636], [3.091, 8.074, 6.046], [2.418, 8.206, 4.414], [-1.776, 2.370, -5.245], [-2.465, 1.208, -5.880], [-3.999, 1.194, -5.584], [-4.773, -0.073, -5.890], [-4.624, -0.377, -7.349], [-6.222, 0.172, -5.578], [-6.761, -1.202, -5.161], [-5.579, -2.147, -5.026], [-4.381, -1.280, -5.089], [-1.956, 2.490, -4.183], [-2.192, 3.214, -5.757], [-0.660, 2.316, -5.338], [-1.978, 0.314, -5.579], [-2.313, 1.305, -6.980], [-4.425, 1.932, -6.237], [-4.318, 1.403, -4.548], [-3.573, -0.648, -7.491], [-4.904, 0.458, -7.960], [-5.314, -1.202, -7.635], [-6.607, 0.609, -6.464], [-6.297, 0.885, -4.737], [-7.482, -1.628, -5.880], [-7.244, -1.061, -4.162], [-5.634, -2.770, -5.869], [-5.589, -2.804, -4.196], [-3.540, -1.736, -5.612], [-4.016, -0.816, -4.144], [-2.409, 10.518, 0.021], [-2.776, 9.148, -0.567], [-1.801, 8.887, -1.701], [-1.875, 7.542, -2.314], [-1.689, 6.513, -1.261], [-3.178, 7.406, -3.021], [-2.974, 6.299, -4.070], [-1.451, 6.401, -4.364], [-0.951, 7.487, -3.430], [-2.183, 11.334, -0.675], [-1.478, 10.507, 0.628], [-3.228, 10.942, 0.642], [-3.828, 8.970, -0.873], [-2.628, 8.466, 0.278], [-0.865, 8.992, -1.167], [-1.859, 9.636, -2.413], [-1.522, 5.601, -1.850], [-2.642, 6.467, -0.657], [-0.907, 6.854, -0.621], [-4.039, 7.229, -2.383], [-3.233, 8.355, -3.583], [-3.251, 5.387, -3.607], [-3.641, 6.567, -4.939], [-0.884, 5.519, -4.234], [-1.279, 6.665, -5.404], [0.015, 7.554, -2.998], [-1.067, 8.465, -3.946], [1.729, -1.666, -5.289], [0.868, -1.965, -6.476], [0.995, -3.430, -6.946], [-0.256, -3.682, -7.782], [-0.260, -5.079, -8.543], [0.651, -4.985, -9.723], [-0.190, -4.161, -10.731], [-1.676, -4.671, -10.519], [-1.690, -5.308, -9.106], [0.268, -6.219, -7.589], [-0.653, -6.446, -6.370], [0.112, -7.443, -5.490], [1.676, -0.596, -5.102], [2.776, -1.970, -5.464], [1.397, -2.134, -4.373], [1.381, -1.400, -7.295], [-0.177, -1.678, -6.398], [0.916, -4.094, -6.054], [1.932, -3.480, -7.536], [-0.303, -2.907, -8.598], [-1.061, -3.605, -7.030], [0.941, -5.975, -10.047], [1.574, -4.474, -9.454], [0.147, -4.248, -11.726], [-0.072, -3.106, -10.400], [-1.990, -5.397, -11.240], [-2.446, -3.878, -10.530], [-1.880, -6.393, -9.159], [-2.494, -4.984, -8.470], [1.363, -5.893, -7.413], [0.281, -7.136, -8.239], [-1.633, -6.913, -6.654], [-0.860, -5.453, -5.950], [-0.009, -8.464, -5.886], [-0.339, -7.496, -4.490], [1.203, -7.248, -5.412], [8.423, 3.033, 0.192], [7.110, 3.662, 0.773], [6.805, 5.038, 0.220], [6.531, 5.211, -1.291], [5.243, 4.606, -1.774], [5.030, 4.636, -3.311], [3.972, 3.610, -3.624], [4.498, 2.396, -2.862], [5.157, 3.057, -1.531], [4.036, 5.322, -1.220], [4.007, 6.868, -1.488], [2.595, 7.314, -1.131], [8.451, 2.014, 0.639], [9.311, 3.544, 0.598], [8.535, 3.007, -0.871], [7.175, 3.739, 1.837], [6.275, 2.974, 0.664], [7.679, 5.760, 0.335], [5.937, 5.414, 0.730], [7.319, 4.702, -1.906], [6.610, 6.229, -1.672], [4.708, 5.687, -3.552], [5.988, 4.398, -3.832], [3.007, 3.982, -3.228], [3.876, 3.485, -4.685], [3.670, 1.696, -2.699], [5.247, 1.839, -3.437], [4.597, 2.795, -0.641], [6.215, 2.774, -1.407], [4.053, 5.244, -0.114], [3.120, 4.779, -1.457], [4.182, 7.197, -2.548], [4.802, 7.438, -0.947], [2.540, 8.377, -1.184], [2.366, 6.999, -0.095], [1.817, 6.827, -1.679], [2.466, -3.776, -0.780], [1.770, -4.988, -1.393], [0.571, -5.327, -0.596], [-0.034, -6.724, -1.011], [-1.316, -7.025, -0.361], [-1.636, -8.425, -0.897], [-3.122, -8.541, -0.781], [-3.615, -7.062, -0.954], [-2.411, -6.145, -0.818], [-1.231, -6.889, 1.134], [-0.568, -7.998, 1.890], [-0.844, -7.750, 3.411], [2.792, -4.040, 0.200], [1.675, -2.969, -0.594], [3.341, -3.415, -1.334], [2.508, -5.843, -1.325], [1.615, -4.734, -2.445], [-0.173, -4.559, -0.821], [0.759, -5.232, 0.437], [0.666, -7.568, -0.768], [-0.160, -6.622, -2.105], [-1.053, -9.213, -0.431], [-1.321, -8.397, -1.961], [-3.484, -8.952, 0.179], [-3.572, -9.281, -1.430], [-4.291, -6.861, -0.199], [-4.147, -6.784, -1.875], [-2.568, -5.321, -0.138], [-2.077, -5.675, -1.758], [-2.304, -6.885, 1.369], [-0.816, -5.930, 1.413], [0.545, -8.040, 1.859], [-0.849, -9.024, 1.581], [-1.859, -7.733, 3.732], [-0.199, -6.919, 3.666], [-0.405, -8.543, 3.971], [4.295, -3.415, 2.752], [5.085, -3.191, 4.089], [6.559, -3.323, 3.998], [7.124, -2.420, 5.171], [8.635, -2.392, 5.426], [9.154, -3.775, 5.699], [9.887, -4.187, 4.454], [10.478, -2.895, 3.918], [9.444, -1.836, 4.254], [8.770, -1.381, 6.567], [10.169, -1.175, 7.094], [10.305, -0.251, 8.320], [4.779, -2.769, 1.989], [3.253, -3.165, 2.907], [4.490, -4.421, 2.462], [4.704, -3.872, 4.842], [4.896, -2.155, 4.408], [6.948, -2.862, 3.000], [6.815, -4.377, 4.061], [6.819, -2.890, 6.143], [6.746, -1.419, 4.946], [9.810, -3.702, 6.552], [8.287, -4.412, 5.981], [10.583, -4.986, 4.709], [9.196, -4.492, 3.700], [11.442, -2.654, 4.313], [10.638, -3.009, 2.830], [9.825, -0.901, 4.632], [8.783, -1.583, 3.473], [8.233, -1.718, 7.465], [8.382, -0.474, 6.121], [10.887, -0.872, 6.314], [10.533, -2.164, 7.370], [9.716, -0.694, 9.087], [10.008, 0.742, 8.150], [11.304, -0.296, 8.600], [-5.743, 0.593, 2.835], [-4.356, 1.086, 3.361], [-3.977, 0.781, 4.779], [-3.955, -0.696, 5.129], [-2.916, -0.892, 6.187], [-1.543, -0.475, 5.871], [-0.687, -1.245, 6.825], [-1.554, -2.468, 7.314], [-2.690, -2.366, 6.408], [-3.382, -0.217, 7.505], [-4.763, -0.491, 7.976], [-5.110, 0.477, 9.082], [-5.902, -0.511, 3.008], [-5.755, 0.715, 1.770], [-6.553, 1.133, 3.311], [-4.266, 2.162, 3.106], [-3.664, 0.654, 2.699], [-4.773, 1.331, 5.375], [-3.005, 1.260, 5.077], [-3.481, -1.303, 4.348], [-4.918, -1.087, 5.444], [-1.516, 0.608, 6.031], [-1.429, -0.637, 4.781], [-0.359, -0.635, 7.704], [0.201, -1.661, 6.381], [-1.895, -2.311, 8.310], [-1.062, -3.426, 7.259], [-3.508, -2.853, 6.901], [-2.508, -2.678, 5.399], [-3.310, 0.876, 7.341], [-2.667, -0.458, 8.311], [-4.765, -1.496, 8.368], [-5.437, -0.367, 7.173], [-5.337, 1.524, 8.815], [-4.322, 0.523, 9.841], [-5.888, 0.057, 9.723], [3.338, -0.099, -0.206], [2.637, 0.509, 1.110], [1.096, 0.453, 1.222], [0.411, 0.804, -0.079], [-1.063, 0.664, -0.150], [-1.550, 0.985, -1.556], [-1.655, -0.346, -2.341], [-1.160, -1.442, -1.371], [-1.413, -0.832, 0.016], [-1.755, 1.490, 0.891], [-1.406, 2.963, 0.930], [-1.949, 3.562, 2.236], [4.393, -0.250, -0.030], [3.281, 0.676, -0.975], [2.981, -1.110, -0.486], [2.978, 1.585, 1.132], [3.030, 0.118, 2.035], [0.737, 1.118, 2.007], [0.850, -0.561, 1.599], [0.859, 0.147, -0.857], [0.643, 1.821, -0.387], [-2.573, 1.386, -1.311], [-0.816, 1.681, -1.982], [-2.676, -0.625, -2.672], [-1.009, -0.224, -3.198], [-1.821, -2.303, -1.547], [-0.100, -1.660, -1.445], [-2.494, -0.837, 0.061], [-0.935, -1.289, 0.845], [-1.404, 0.859, 1.723], [-2.833, 1.263, 0.708], [-1.690, 3.502, 0.012], [-0.353, 3.116, 1.021], [-1.825, 2.797, 3.059], [-2.985, 3.956, 2.141], [-1.416, 4.485, 2.576], [-4.873, 0.625, -1.870], [-5.361, -0.291, -2.636], [-4.689, 0.386, -0.634], [-4.602, 1.758, -2.315], [5.796, 0.650, 3.063], [6.840, -0.014, 3.214], [4.710, 0.129, 3.508], [5.814, 1.711, 2.412], [-2.152, -4.096, -4.064], [-1.297, -4.783, -3.554], [-1.877, -3.338, -5.092], [-3.340, -4.005, -3.650], [0.581, 3.572, -2.094], [0.916, 4.139, -0.985], [-0.500, 3.888, -2.602], [1.300, 2.659, -2.605], [-2.584, -3.091, 2.333], [-3.476, -3.654, 3.030], [-2.552, -3.383, 1.109], [-1.756, -2.304, 2.817], [0.358, 7.030, 1.972], [1.072, 7.938, 2.478], [0.797, 5.874, 1.847], [-0.801, 7.345, 1.559]]}

=====

{"formula": "C4H9NO2", "method": "ωB97M-V/def2-TZVPD", "relative_energy_kcal_mol": 118.4, "e_homo_ev": [-8.4, -8.4], "lumo_ha": [-0.0240, -0.0240], "total_charge": 0, "total_energy_ev": -9874.926, "elements": ["C", "C", "C", "N", "C", "O", "O", "H", "H", "H", "H", "H", "H", "H", "H", "H"], "coordinates": [[-0.116, -0.436, -0.069], [-0.109, -1.781, 0.613], [-1.100, 1.749, 0.027], [-0.409, 0.656, 0.691], [1.644, 0.278, -0.021], [-0.686, -0.458, -1.346], [2.561, -0.308, 0.565], [-0.420, -1.265, -1.803], [1.214, 1.273, 0.514], [1.627, 0.563, -1.086], [-1.125, -2.174, 0.680], [0.508, -2.478, 0.041], [0.320, -1.686, 1.609], [-2.136, 1.438, -0.148], [-0.675, 2.008, -0.948], [-1.099, 2.620, 0.682]]}